{"formula": "C39H51BBr2NO8S", "method": "the ωB97M-V functional and the def2-TZVPD basis", "homo_lumo_gap_ev": 6.60, "homo_ha": -0.229, "charge": -1, "elements": ["Br", "Br", "S", "O", "O", "O", "O", "O", "O", "O", "O", "N", "C", "C", "C", "C", "C", "C", "C", "C", "C", "C", "C", "C", "C", "C", "C", "C", "C", "C", "C", "C", "C", "C", "C", "C", "C", "C", "C", "C", "C", "C", "C", "C", "C", "C", "C", "C", "C", "C", "C", "B", "H", "H", "H", "H", "H", "H", "H", "H", "H", "H", "H", "H", "H", "H", "H", "H", "H", "H", "H", "H", "H", "H", "H", "H", "H", "H", "H", "H", "H", "H", "H", "H", "H", "H", "H", "H", "H", "H", "H", "H", "H", "H", "H", "H", "H", "H", "H", "H", "H", "H", "H"], "coordinates": [[-16.0572, -3.4981, -3.4001], [-14.9336, -1.4175, -0.9738], [-11.2805, -0.9327, -1.2718], [0.9409, 2.1271, 2.4765], [3.2039, 5.8718, 7.3802], [1.5300, 3.9787, 8.7535], [-0.0377, 4.5920, 4.6778], [0.8035, 3.5042, 6.6641], [1.6368, 2.9562, 4.4634], [2.1715, 5.0517, 5.5415], [-1.1077, 4.1286, 2.7390], [-8.6710, -2.0325, 0.8595], [0.8171, 2.9108, 3.4036], [13.2021, -5.0318, 1.4769], [-0.2083, 3.9126, 3.5351], [-7.1638, 0.1190, 0.3109], [0.4770, 2.7630, -0.5409], [-9.3666, 1.3687, -1.7112], [-11.2719, -5.2994, 1.4400], [9.9786, -1.3912, -2.1898], [-14.4086, -4.0442, -2.3299], [6.7236, 0.1312, -2.5463], [2.4000, 5.1146, 6.8608], [3.5187, 2.0417, -0.6792], [-12.5635, -3.4965, -0.3680], [-9.9852, -4.2843, 1.4924], [-9.6456, -0.0916, -0.9484], [5.1105, 1.8328, -1.0768], [7.9536, 0.3540, -1.4808], [-11.2206, -2.5044, -0.2658], [3.0650, 3.5955, -0.9599], [-13.7332, -5.4774, -2.7503], [-13.8858, -3.1358, -1.2735], [-5.4289, 2.3019, 0.0010], [-8.5666, -0.7648, 0.0750], [-6.8669, 1.5619, -0.4123], [-2.2133, 2.4726, -0.5203], [11.4453, -1.5299, -1.4398], [8.7742, -1.0507, -1.1172], [1.5622, 4.1670, 7.5482], [-12.5645, -4.8812, 0.5226], [12.3482, -5.2972, 0.0873], [-7.9615, 2.2197, -1.4515], [11.3921, -3.9871, -0.1712], [11.9089, -3.1218, -1.4715], [-3.3229, 2.6131, -1.7199], [1.6331, 3.8774, -0.1619], [-0.9814, 3.5536, -0.5896], [5.2234, 0.4287, -1.9215], [-9.9087, -2.8415, 0.6453], [-4.7907, 3.2119, -1.2037], [1.1437, 4.0260, 5.3366], [12.2291, -0.9348, -2.1011], [11.7477, -6.3123, 0.1805], [-13.4874, -5.6381, 0.5396], [10.2960, -4.3785, -0.2963], [9.2781, -0.8448, -0.0558], [-7.7371, 3.2614, -1.9434], [-9.0566, -4.5874, 2.1716], [7.9542, -1.8891, -1.0276], [6.9417, 0.7234, -3.5491], [13.1520, -5.4738, -0.7737], [9.9404, -0.5498, -3.0117], [1.2277, 4.9338, -0.5404], [0.6336, 2.2440, -1.5825], [-1.7733, 1.3653, -0.5793], [6.7223, -1.0188, -2.8486], [7.6262, 0.7996, -0.4413], [5.6844, 1.7157, -0.0439], [-1.1183, 4.2281, -1.5366], [11.4865, -3.2970, 0.7750], [4.4831, 0.5267, -2.8500], [-2.6794, 2.5622, 0.5752], [-10.1558, 1.8784, -2.4365], [3.3884, 1.8213, 0.4857], [-11.1995, -6.2772, 2.1193], [-4.5264, 4.2690, -0.7163], [11.5104, -3.6826, -2.4325], [-0.9982, 4.2416, 0.3853], [2.8946, 1.2359, -1.2559], [13.0963, -3.2205, -1.4940], [12.5406, -5.1384, 2.4411], [2.9010, 3.7138, -2.1150], [1.7656, 3.8501, 1.0149], [9.7132, -2.4191, -2.7312], [-5.5316, 3.4365, -2.0807], [-12.9367, -5.3501, -3.6256], [14.1257, -5.7453, 1.6060], [8.7266, 1.0791, -1.9782], [4.8295, -0.4910, -1.2749], [-5.5157, 2.9015, 1.0167], [-2.8560, 3.3185, -2.5426], [5.5827, 2.7652, -1.6094], [-13.3209, -6.1165, -1.8611], [-3.5672, 1.5308, -2.1552], [-4.6810, 1.4022, 0.2196], [3.9480, 4.2781, -0.5449], [0.4530, 1.9661, 0.3384], [13.6115, -3.9318, 1.4359], [-14.6085, -6.1274, -3.2368], [-6.3470, -0.3143, 1.0656], [-8.6519, -1.7713, 1.8694], [11.4412, -1.2149, -0.3121]]}



{"formula": "C42H35BrF10N7O6P2S5Ti", "method": "the ωB97M-V functional and the def2-TZVPD basis", "de_lowest_kcal_mol": 38.5, "homo_lumo_gap_ev": [3.79, 3.50], "homo_ha": [-0.171, -0.272], "spin_multiplicity": 4, "elements": ["Br", "Ti", "S", "S", "S", "S", "S", "P", "P", "F", "F", "F", "F", "F", "F", "F", "F", "F", "F", "O", "O", "O", "O", "O", "O", "N", "N", "N", "N", "N", "N", "N", "C", "C", "C", "C", "C", "C", "C", "C", "C", "C", "C", "C", "C", "C", "C", "C", "C", "C", "C", "C", "C", "C", "C", "C", "C", "C", "C", "C", "C", "C", "C", "C", "C", "C", "C", "C", "C", "C", "C", "C", "C", "C", "H", "H", "H", "H", "H", "H", "H", "H", "H", "H", "H", "H", "H", "H", "H", "H", "H", "H", "H", "H", "H", "H", "H", "H", "H", "H", "H", "H", "H", "H", "H", "H", "H", "H", "H"], "coordinates": [[-3.7808, 0.6477, 0.9715], [1.0683, 0.0319, 0.5762], [-1.5588, -5.7838, 3.3399], [-1.2172, -1.0959, -0.5968], [4.4199, 1.0834, 0.4879], [3.4086, 1.1774, -2.7644], [0.1041, -3.4129, -2.1240], [0.5551, 2.1700, 2.8208], [-2.5312, 1.2916, -2.0748], [-0.6568, 3.1734, 2.9021], [-0.3077, 1.2894, 1.5611], [-6.5473, 1.7643, 1.1953], [1.6999, 0.9826, 2.5099], [-6.9719, 3.7490, -3.0184], [1.2047, 3.0083, 1.6173], [1.4566, 2.8614, 3.8976], [-7.9873, 3.1649, -0.5726], [-0.1159, 1.1959, 3.8740], [-4.5228, 2.9303, -3.6828], [5.2277, 1.1387, -0.7053], [-2.3132, -6.8226, 3.9944], [3.4288, -4.1331, 3.4339], [4.6370, 0.0701, 1.4741], [-0.1445, -5.9125, 3.1316], [1.9396, -4.5062, 5.0877], [0.6389, -1.5039, 2.0050], [4.4105, 6.3934, 3.0497], [1.1972, 0.8531, -1.4992], [2.8627, 0.8970, -0.0092], [0.1167, -2.8501, 3.6685], [2.2770, -3.9987, 3.9621], [1.3227, -1.7408, -0.6129], [-4.1971, -1.1080, -4.8858], [-1.6650, -1.2349, 2.9688], [2.2935, -2.6047, -1.0411], [-0.8366, 4.7797, -3.4935], [4.3531, 2.7462, 2.6304], [-1.6113, 3.6319, -3.4500], [-4.2085, 1.8735, -1.5883], [-4.7481, 1.5927, -0.3341], [-2.0601, 0.6593, -4.8005], [3.9806, -4.5251, -2.0618], [-6.7729, 2.7512, -0.9023], [-0.0639, 5.1449, -2.3976], [4.5969, 3.7892, 0.4680], [-3.3867, -0.9488, -6.0026], [1.9377, 0.9632, -3.6610], [-6.2552, 3.0502, -2.1475], [-6.0175, 2.0254, 0.0046], [-1.5613, -4.5803, 0.8559], [-2.3194, -5.5473, 1.7459], [4.3509, 3.9885, 3.2289], [-4.9823, 2.6117, -2.4716], [-3.9405, -0.3872, -3.7322], [-0.0704, 4.3688, -1.2485], [0.1283, -2.0343, -1.0851], [-2.3186, -0.0674, -5.9551], [4.4767, -3.5204, -1.2072], [4.4656, 5.1478, 2.4561], [1.8007, -3.6077, -1.8974], [0.8903, 0.7704, -2.8347], [-0.3158, -1.8508, 2.8562], [2.4934, 1.0398, -1.3143], [2.6536, -4.5837, -2.4169], [4.4744, 2.6467, 1.2508], [3.6514, -2.5560, -0.6916], [-0.6615, -3.4917, 4.7220], [-1.8847, -4.2544, 4.2343], [1.7393, -2.3052, 2.2702], [1.4390, -3.1368, 3.3238], [4.5894, 5.0316, 1.0657], [-2.8767, 0.5165, -3.6800], [-1.6042, 2.8324, -2.3064], [-0.8345, 3.2123, -1.2063], [4.0233, -1.7957, -0.0164], [-1.9870, -1.2002, 4.0103], [-5.0319, -1.7964, -4.9125], [-2.2324, 3.3715, -4.2956], [-1.5955, -3.5610, 1.2445], [1.9272, 0.9853, -4.7385], [0.0490, -4.1415, 5.2368], [-0.5125, -4.8707, 0.7850], [-3.3556, -5.2511, 1.9214], [-3.5883, -1.5127, -6.9039], [4.6012, 6.4325, 4.0363], [2.6947, -2.1979, 1.7934], [4.2443, 4.0659, 4.3039], [-0.1213, 0.5607, -3.1401], [4.7108, 3.7006, -0.6052], [-1.0043, -2.7247, 5.4208], [-2.3372, -6.5592, 1.3367], [-2.4245, -1.7833, 2.4022], [-1.2256, 1.3478, -4.7859], [-1.6824, 0.0622, -6.8213], [-1.6224, -0.2131, 2.6092], [4.8015, 7.1624, 2.5328], [-2.0008, -4.5730, -0.1425], [4.2567, 1.8494, 3.2280], [4.6854, 5.9254, 0.4605], [-4.5775, -0.5326, -2.8663], [-2.5391, -3.6456, 3.6081], [0.5245, 4.6446, -0.3876], [4.6627, -5.2753, -2.4392], [-0.8224, 2.6007, -0.3125], [5.5248, -3.5223, -0.9416], [2.2839, -5.3660, -3.0656], [-2.4710, -4.5666, 5.0991], [-0.8418, 5.3963, -4.3832], [0.5415, 6.0415, -2.4393]]}



{"formula": "C11H26AuN4O6S", "method": "the ωB97M-V functional and the def2-TZVPD basis", "de_lowest_kcal_mol": 0.0, "homo_lumo_gap_ev": [6.06, 6.09], "homo_ha": [-0.382, -0.412], "charge": 1, "spin_multiplicity": 3, "elements": ["Au", "S", "O", "O", "O", "O", "O", "O", "N", "N", "N", "N", "C", "C", "C", "C", "C", "C", "C", "C", "C", "C", "C", "H", "H", "H", "H", "H", "H", "H", "H", "H", "H", "H", "H", "H", "H", "H", "H", "H", "H", "H", "H", "H", "H", "H", "H", "H", "H"], "coordinates": [[-0.0408, -0.0015, -0.4422], [1.6498, -1.6738, 1.4676], [2.5453, 0.4046, -1.8020], [-1.9601, -0.3669, 1.8849], [-0.7565, 1.8919, 1.8101], [-0.3538, 0.1872, -3.5673], [-0.0246, -2.1462, -2.6593], [-4.3946, 2.3998, 0.0959], [-1.4818, -0.8859, 0.7404], [1.6444, 0.9645, -1.1154], [-0.0079, 1.6795, 0.7794], [-0.4321, -1.8025, -1.4114], [1.7866, 2.2448, -0.6281], [3.3753, -1.3446, 1.0977], [-1.3030, 0.9006, -2.5674], [-1.1744, -2.6785, -0.7292], [0.9441, 2.5877, 0.4497], [1.0235, 3.8057, 1.2960], [-1.3530, -4.0725, -1.2201], [-2.6286, -2.9393, 1.3890], [1.5409, -0.8368, 3.0590], [2.8608, 3.0869, -1.2116], [-1.7784, -2.1600, 0.4553], [2.5399, -0.7799, 3.5016], [-4.5960, 1.5538, 0.5334], [3.8473, 2.6281, -1.0583], [-3.1495, -3.7361, 0.8489], [-0.0680, -1.2357, -3.1647], [3.8685, -2.3218, 1.0501], [-0.7132, 1.6543, -2.0322], [-1.5223, 0.5885, 1.9113], [-0.9492, -4.7929, -0.4964], [-2.0664, 1.4188, -3.1654], [-0.7063, 0.2907, -4.4685], [3.8214, -0.7339, 1.8864], [2.8581, 4.0824, -0.7594], [1.1015, 0.1606, 2.9523], [1.2842, 3.5479, 2.3323], [-2.0196, -3.4204, 2.1675], [3.4487, -0.8444, 0.1263], [-2.4179, -4.3009, -1.3539], [0.8901, -1.4548, 3.6889], [-0.8373, -4.2036, -2.1756], [0.0640, 4.3396, 1.3147], [-3.3717, -2.3047, 1.8826], [2.7123, 3.2016, -2.2951], [1.7890, 4.4893, 0.9191], [-1.8278, 0.1621, -1.9377], [-3.6610, 2.7666, 0.6209]]}



{"formula": "C11H14NO2", "method": "the ωB97M-V functional and the def2-TZVPD basis", "de_lowest_kcal_mol": 200.0, "homo_lumo_gap_ev": [7.62, 7.13], "homo_ha": [-0.446, -0.436], "charge": 1, "elements": ["O", "O", "N", "C", "C", "C", "C", "C", "C", "C", "C", "C", "C", "C", "H", "H", "H", "H", "H", "H", "H", "H", "H", "H", "H", "H", "H", "H"], "coordinates": [[-2.4942, -0.8933, -0.8834], [-0.9573, 1.9711, 0.5186], [-1.9072, -1.0660, 0.2755], [-3.5334, 0.0566, -0.9836], [-0.9834, -2.1520, 0.3368], [-0.1760, 3.2334, 0.6360], [3.2908, -0.8484, -0.4835], [1.6596, 0.9329, -0.8849], [1.1278, -0.9001, 0.5922], [0.1310, -1.7544, 1.3715], [2.4081, -1.4874, 0.3314], [2.8319, 0.2916, -1.2134], [-0.4620, 0.8937, 0.2722], [0.7574, 0.3398, 0.0498], [-0.4138, 3.8410, -0.2412], [0.7756, 3.0321, 0.8834], [1.2371, 1.7448, -1.6139], [-4.0162, -0.0729, -1.9503], [3.4643, 0.8002, -1.9832], [-0.4537, -1.1686, 2.1993], [-3.0541, 1.1269, -0.7864], [4.3279, -1.1215, -0.7019], [-4.2788, -0.0626, -0.2271], [-0.4732, -2.5015, -0.5682], [-0.6574, 3.8681, 1.5429], [0.6292, -2.6299, 1.7459], [-1.5266, -3.0799, 0.8596], [2.7466, -2.3937, 0.9059]]}



Energy (computed, a.u.): -7743.7717; -9552.1857; -1638.5264; -632.2844